The following is a quantum chemistry calculation of 2 unconnected molecules or ions with the total composition C28H34BF3N4O9S2, from the Open Molecules 2025 dataset.

SMILES = CCB(O)c1cc(CC(=O)O)c(C)c2c1N(OC[C@@H](C)O)c1c(c(OC#N)cc(N=C(C)C)c1S(=O)(=O)C(F)(F)F)S2.CN(C)C=O
Highest occupied orbital energy = -0.3160 hartree
F_max = 0.1398 Eh/bohr
LUMO energy = -1.46 eV
Kohn-Sham gap = 7.137 eV
Electronic energy = -3103.69203 Eh

Each atom is followed by the atoms it is bonded to, with distances in Å.
CARTESIAN COORDINATES (ANGSTROEM)
1 C 4.561 1.125 1.350  C2 1.641, H43 1.152, H44 1.145, H45 1.150
2 C 3.221 0.232 1.036  C1 1.641, B3 1.650, H46 1.147, H47 1.152
3 B 1.967 1.276 0.793  C2 1.650, O4 1.470, C5 1.650
4 O 1.173 1.717 1.949  B3 1.470, H48 0.997
5 C 1.660 1.835 -0.729  B3 1.650, C6 1.566, C15 1.566
6 C 2.451 3.094 -1.221  C5 1.566, C7 1.556, H49 1.142
7 C 2.274 3.764 -2.614  C6 1.556, C8 1.615, C12 1.564
8 C 3.059 5.081 -3.121  C7 1.615, C9 1.615, H50 1.143, H51 1.161
9 C 3.467 5.912 -1.798  C8 1.615, O10 1.274, O11 1.454
10 O 4.646 5.905 -1.314  C9 1.274
11 O 2.512 6.716 -1.053  C9 1.454, H52 0.987
12 C 1.229 3.144 -3.598  C7 1.564, C13 1.615, C14 1.557
13 C 0.904 3.719 -5.072  C12 1.615, H53 1.152, H54 1.147, H55 1.162
14 C 0.430 1.895 -3.121  C12 1.557, C15 1.590, S42 1.875
15 C 0.611 1.200 -1.704  C5 1.566, C14 1.590, N16 1.498
16 N -0.172 -0.009 -1.292  C15 1.498, O17 1.380, C22 1.500
17 O 0.282 -1.083 -2.031  N16 1.380, C18 1.451
18 C 0.278 -2.303 -1.244  O17 1.451, C19 1.608, H56 1.149, H57 1.161
19 C 1.715 -2.735 -0.667  C18 1.608, C20 1.634, O21 1.474, H58 1.145
20 C 1.690 -2.879 0.961  C19 1.634, H59 1.159, H60 1.144, H61 1.162
21 O 2.170 -4.044 -1.169  C19 1.474, H62 0.995
22 C -1.637 0.198 -1.537  N16 1.500, C23 1.588, C34 1.587
23 C -2.206 0.720 -2.924  C22 1.588, C24 1.557, S42 1.873
24 C -3.718 0.938 -3.226  C23 1.557, O25 1.463, C28 1.561
25 O -4.114 1.416 -4.551  C24 1.463, C26 1.437
26 C -5.276 0.665 -4.937  O25 1.437, N27 1.217
27 N -6.188 -0.134 -5.051  C26 1.217
28 C -4.798 0.656 -2.134  C24 1.561, C29 1.583, H63 1.156
29 C -4.249 0.163 -0.734  C28 1.583, N30 1.498, C34 1.563
30 N -5.304 -0.057 0.307  C29 1.498, C31 1.353
31 C -5.724 1.200 0.581  N30 1.353, C32 1.611, C33 1.625
32 C -4.825 2.313 1.324  C31 1.611, H64 1.162, H65 1.153, H66 1.151
33 C -7.208 1.686 0.134  C31 1.625, H67 1.154, H68 1.147, H69 1.143
34 C -2.737 -0.086 -0.428  C22 1.587, C29 1.563, S35 1.861
35 S -2.310 -0.720 1.269  C34 1.861, O36 1.527, O37 1.508, C38 1.898
36 O -0.850 -0.392 1.578  S35 1.527
37 O -3.124 -0.091 2.372  S35 1.508
38 C -2.514 -2.604 1.374  S35 1.898, F39 1.433, F40 1.425, F41 1.434
39 F -3.618 -2.823 2.260  C38 1.433
40 F -2.712 -3.214 0.102  C38 1.425
41 F -1.328 -3.141 1.977  C38 1.434
42 S -0.886 1.103 -4.197  C14 1.875, C23 1.873
43 H 4.296 2.245 1.359  C1 1.152
44 H 5.385 0.979 0.570  C1 1.145
45 H 4.946 0.874 2.405  C1 1.150
46 H 3.414 -0.267 0.021  C2 1.147
47 H 3.006 -0.515 1.886  C2 1.152
48 H 1.711 2.483 2.293  O4 0.997
49 H 3.189 3.567 -0.490  C6 1.142
50 H 3.944 4.852 -3.807  C8 1.143
51 H 2.255 5.730 -3.651  C8 1.161
52 H 2.309 6.200 -0.237  O11 0.987
53 H 1.826 4.284 -5.469  C13 1.152
54 H 0.509 2.921 -5.794  C13 1.147
55 H 0.071 4.524 -4.977  C13 1.162
56 H -0.420 -2.184 -0.338  C18 1.149
57 H -0.144 -3.196 -1.853  C18 1.161
58 H 2.557 -1.994 -0.894  C19 1.145
59 H 2.774 -2.997 1.353  C20 1.159
60 H 1.150 -2.014 1.478  C20 1.144
61 H 1.154 -3.863 1.269  C20 1.162
62 H 2.735 -4.376 -0.421  O21 0.995
63 H -5.931 0.802 -2.312  C28 1.156
64 H -5.232 3.344 0.974  C32 1.162
65 H -4.909 2.273 2.473  C32 1.153
66 H -3.738 2.262 0.951  C32 1.151
67 H -7.089 2.638 -0.507  C33 1.154
68 H -7.757 1.967 1.101  C33 1.147
69 H -7.734 0.893 -0.497  C33 1.143
70 C 2.824 -5.497 3.134  O71 1.218, N72 1.365, H75 1.102
71 O 3.922 -5.657 2.632  C70 1.218
72 N 2.587 -5.258 4.456  C70 1.365, C73 1.449, C74 1.450
73 C 1.246 -5.078 4.976  N72 1.449, H76 1.093, H77 1.093, H78 1.091
74 C 3.710 -5.180 5.369  N72 1.450, H79 1.093, H80 1.093, H81 1.091
75 H 1.903 -5.536 2.531  C70 1.102
76 H 1.172 -4.088 5.433  C73 1.093
77 H 1.052 -5.845 5.730  C73 1.093
78 H 0.504 -5.161 4.180  C73 1.091
79 H 4.379 -4.378 5.048  C74 1.093
80 H 4.259 -6.125 5.343  C74 1.093
81 H 3.365 -4.985 6.386  C74 1.091